(1)
Below is an isolated molecule of C3H8N4O at a distorted geometry, with properties calculated with the ωB97M-V functional and the def2-TZVPD basis.

Positions of all 16 atoms, in Å:
C1 1.17345 -0.90561 -1.10853
C2 1.49169 0.15298 1.08562
N1 0.70247 0.10078 -0.15028
N2 -1.21461 1.08667 -0.34947
C3 -0.84247 -0.08241 0.16216
N3 -2.51391 1.58250 -0.40147
N4 -3.46119 0.93373 0.05012
O1 -1.27847 -1.06432 0.70155
H1 0.22641 1.14391 -0.58562
H2 -3.19751 0.01853 0.45579
H3 2.22334 -0.73064 -1.34490
H4 1.05473 -1.90465 -0.68276
H5 1.38889 -0.78944 1.62842
H6 1.12361 0.96579 1.71046
H7 2.54174 0.32691 0.84941
H8 0.58185 -0.83471 -2.02051

Forces on atoms 1 to 2 (eV/Å):
0.005 0.054 -0.034
0.003 0.058 -0.024

Results
Orbital gap in Eh: 0.3521
Electronic energy in eV: -11245.2905
SMILES: [H]/N=N\N=C(/[O-])[NH+](C)C
Largest force on an atom in eV/A: 1.53
Net charge: 0
LUMO energy in eV: 0.547
HOMO energy in eV: -9.0
Relative energy (zero: lowest compared OMol25 entry of this formula, charge and spin) in kJ/mol: 418.1



(2)
Below is an isolated molecule of C8H10BN3O2 at a distorted geometry, with properties calculated with the ωB97M-V functional and the def2-TZVPD basis.

Positions of all 24 atoms, in Å:
C1 0.67329 -0.93996 -2.99739
C2 0.40317 -0.08270 -2.21150
C3 0.27677 0.86467 -1.10645
C4 0.77446 0.28695 0.22731
C5 2.16508 -0.18601 -0.02851
N1 3.19598 -0.62991 -0.28688
C6 0.92036 1.41883 1.29099
N2 -0.26276 2.20544 1.51262
C7 -0.03693 -0.93783 0.75401
C8 0.45297 -2.20367 0.17981
N3 0.80505 -3.22354 -0.21239
B1 -1.60355 -0.84983 0.45523
O1 -2.09059 -1.58594 -0.60358
O2 -2.47382 -0.10534 1.21369
H1 0.95271 -1.78843 -3.55669
H2 -0.72248 1.29309 -1.05799
H3 0.94803 1.68823 -1.35933
H4 1.23395 0.93685 2.21718
H5 1.76292 2.02582 0.96800
H6 -1.05644 1.64669 1.78798
H7 -0.47571 2.82188 0.74675
H8 0.13770 -1.04063 1.82606
H9 -2.69009 -1.02527 -1.10535
H10 -3.29007 -0.58941 1.34644

Forces on atoms 1 to 2 (eV/Å):
-0.053 -0.037 0.243
-0.105 -0.048 0.268

Results
Orbital gap in Eh: 0.3606
Electronic energy in eV: -17699.6181
SMILES: C#CC[C@@](C#N)(CN)[C@H](C#N)B(O)O
Largest force on an atom in eV/A: 1.09
Net charge: 0
LUMO energy in eV: -0.084
HOMO energy in eV: -9.9



(3)
Below is a structure of composition C11H38IN11NbO22 at a distorted geometry, with properties calculated with the ωB97M-V functional and the def2-TZVPD basis.

Positions of all 84 atoms, in Å:
Nb1 1.80199 2.12202 1.54513
I1 -1.07175 2.10549 1.59017
H1 1.80870 2.85144 3.20552
H2 1.82021 3.81861 0.83288
H3 1.74639 1.42227 -0.12678
H4 1.87810 0.41612 2.23096
H5 3.63620 2.12555 1.53764
C1 -0.01381 5.95913 -1.36235
N1 1.22059 5.58075 -2.10184
O1 1.80849 6.47715 -2.71801
O2 1.56440 4.39436 -2.04279
H6 -0.19568 7.02685 -1.50148
H7 -0.83710 5.37094 -1.77273
H8 0.15082 5.73020 -0.30740
C2 6.57333 0.86344 -1.17675
N2 5.79095 1.15471 0.05482
O3 6.42483 1.30541 1.10569
O4 4.56242 1.22376 -0.06832
H9 7.63469 0.83183 -0.92182
H10 6.23934 -0.10353 -1.55831
H11 6.37216 1.66375 -1.89192
C3 -1.73934 -0.83886 5.21160
N3 -2.04367 -0.08953 3.96274
O5 -2.99846 -0.48486 3.28384
O6 -1.31526 0.87445 3.69933
H12 -2.45575 -1.65630 5.31658
H13 -0.72227 -1.22623 5.12389
H14 -1.82753 -0.13930 6.04542
C4 -3.54186 -3.09269 1.59826
N4 -3.44575 -4.32973 0.77714
O7 -4.19714 -5.26581 1.07378
O8 -2.61855 -4.32598 -0.14206
H15 -4.30535 -3.23648 2.36565
H16 -2.56424 -2.92286 2.05388
H17 -3.81631 -2.27398 0.92982
C5 -6.46180 0.16419 4.17281
N5 -7.46881 -0.12358 3.11599
O9 -7.05788 -0.22011 1.95382
O10 -8.64347 -0.24440 3.48315
H18 -5.47635 0.24465 3.70926
H19 -6.74270 1.10634 4.64781
H20 -6.48643 -0.66287 4.88541
C6 9.70816 3.35721 -3.36609
N6 8.45234 2.77343 -2.82215
O11 7.96131 3.31583 -1.82539
O12 7.99505 1.78704 -3.41132
H21 9.99383 4.21443 -2.75286
H22 10.47596 2.58189 -3.32683
H23 9.50910 3.66756 -4.39395
C7 -6.63959 -6.46569 3.17610
N7 -6.87706 -6.24834 4.62872
O13 -7.26591 -5.12754 4.97721
O14 -6.66630 -7.20920 5.37808
H24 -6.86383 -5.54154 2.63932
H25 -5.58998 -6.73935 3.05114
H26 -7.30157 -7.27094 2.85085
C8 -9.61105 -0.40200 0.27524
N8 -9.91538 0.34733 -0.97361
O15 -10.87017 -0.04800 -1.65252
O16 -9.18697 1.31131 -1.23703
H27 -10.32746 -1.21944 0.38022
H28 -8.59398 -0.78937 0.18754
H29 -9.69924 0.29757 1.10907
C9 7.57492 -2.29307 -4.53981
N9 6.79253 -2.00180 -3.30823
O17 7.42641 -1.85109 -2.25737
O18 5.56401 -1.93274 -3.43138
H30 8.63628 -2.32468 -4.28487
H31 7.24093 -3.26004 -4.92137
H32 7.37375 -1.49275 -5.25498
C10 -8.26629 -4.83906 -0.88810
N10 -8.50376 -4.62171 0.56452
O19 -8.89262 -3.50091 0.91301
O20 -8.29300 -5.58257 1.31388
H33 -8.49054 -3.91491 -1.42488
H34 -7.21669 -5.11272 -1.01306
H35 -8.92828 -5.64431 -1.21335
C11 12.74678 5.59601 -5.47825
N11 11.79992 5.27186 -4.37729
O21 12.12107 4.36205 -3.60402
O22 10.76092 5.94004 -4.32057
H36 13.61207 4.93374 -5.40649
H37 12.22001 5.44148 -6.42208
H38 13.04807 6.63864 -5.35748

Forces on atoms 1 to 2 (eV/Å):
-1.359 -0.096 -0.181
1.105 1.640 -2.696

Results
Orbital gap in Eh: 0.1664
Electronic energy in eV: -83072.4378
Largest force on an atom in eV/A: 4.63
Net charge: -1
LUMO energy in eV: 0.473
HOMO energy in eV: -4.1



(4)
Below is the ion C3H9N2O with charge -1 at a distorted geometry, with properties calculated with the ωB97M-V functional and the def2-TZVPD basis.

Positions of all 15 atoms, in Å:
C1 -0.04409 -1.47737 -0.19793
N1 -0.91692 -0.37470 0.19321
C2 -1.10518 0.90509 -0.56161
O1 -1.16051 2.08008 0.00799
C3 1.45368 -1.00036 -0.23269
N2 1.67935 -0.01783 0.84899
H1 -0.50936 -1.93359 -1.04400
H2 -0.32876 -2.10039 0.71495
H3 -1.29910 -0.55749 1.16067
H4 -2.00807 0.50802 -1.24385
H5 -0.21866 0.85460 -1.26555
H6 1.79555 -0.55734 -1.18576
H7 2.13710 -1.83422 0.06166
H8 0.69127 0.31003 1.01085
H9 1.86072 0.85335 0.38501

Forces on atoms 1 to 2 (eV/Å):
-1.120 1.412 2.473
-0.376 -0.485 2.996

Results
Orbital gap in Eh: 0.2473
Electronic energy in eV: -8282.7024
SMILES: NCCNC[O-]
Largest force on an atom in eV/A: 3.06
Net charge: -1
LUMO energy in eV: 4.307
HOMO energy in eV: -2.4
Relative energy (zero: lowest compared OMol25 entry of this formula, charge and spin) in kJ/mol: 215.9



(5)
Below is a structure of composition C49H66GaN2O4S, with properties calculated with the ωB97M-V functional and the def2-TZVPD basis.

Positions of all 123 atoms, in Å:
Ga1 0.19911 0.19166 0.01995
C1 1.13932 0.89890 -3.07349
O1 0.35484 0.14300 -2.14208
C2 -0.87249 -0.34070 -2.66035
C3 -0.96557 -1.70457 -2.89991
C4 0.17683 -2.64135 -2.60329
C5 0.44332 -3.16883 -1.19713
C6 1.24409 -4.30900 -1.17050
C7 1.69388 -4.88312 0.00720
C8 1.24492 -4.30641 1.18869
C9 0.44443 -3.17268 1.22229
C10 0.17247 -2.64994 2.62955
C11 -0.97417 -1.71822 2.92667
C12 -2.11200 -2.20116 3.56308
C13 -3.14670 -1.36287 3.96217
C14 -3.05301 -0.01988 3.61115
C15 -1.94278 0.50669 2.96371
C16 -1.96294 1.95654 2.53642
C17 -2.68398 2.11760 1.21657
C18 -4.03618 2.43940 1.19589
C19 -4.73415 2.62018 0.00998
C20 -4.02390 2.45062 -1.17541
C21 -2.67667 2.12858 -1.19320
C22 -1.94653 1.97310 -2.50799
C23 -1.92442 0.52361 -2.93656
C24 -3.03400 0.00198 -3.58903
C25 -3.13365 -1.33998 -3.94084
C26 -2.10289 -2.18245 -3.54077
C27 -4.33024 -1.82340 -4.75321
C28 -4.38986 -1.02604 -6.06737
C29 -5.61995 -1.59613 -3.95126
C30 -4.22709 -3.30719 -5.11171
C31 -1.99540 1.97143 0.01507
O2 -0.63815 1.78082 0.01661
C32 -6.20350 3.01934 -0.03487
C33 -7.00631 1.95264 -0.79476
C34 -6.81030 3.17302 1.36216
C35 -6.33871 4.37034 -0.75727
C36 -0.88640 -0.35340 2.69231
O3 0.34067 0.13927 2.18203
C37 1.12603 0.87333 3.12790
C38 -4.34173 -1.85251 4.77377
C39 -4.22880 -3.33450 5.13637
C40 -4.40868 -1.05220 6.08587
C41 -5.63162 -1.63593 3.96923
C42 0.06551 -2.57226 0.01130
O4 -0.63954 -1.40104 0.01433
C43 2.66510 -6.06180 0.04690
C44 3.96529 -5.60275 0.72740
C45 2.05212 -7.22042 0.84553
C46 3.01873 -6.57037 -1.35211
H1 0.81352 0.67459 -4.08660
H2 2.18174 0.60682 -2.94452
H3 1.04086 1.96926 -2.89091
H4 1.10215 -2.16727 -2.95008
H5 0.03141 -3.52422 -3.22576
H6 1.52312 -4.74360 -2.12247
H7 1.53409 -4.74475 2.13819
H8 1.09592 -2.17418 2.97900
H9 0.02873 -3.53514 3.24909
H10 -2.16818 -3.26412 3.75824
H11 -3.86864 0.65644 3.83824
H12 -0.95772 2.36074 2.43160
H13 -2.48392 2.54360 3.29249
H14 -4.54599 2.55128 2.14460
H15 -4.53197 2.57484 -2.12548
H16 -0.94268 2.37853 -2.39688
H17 -2.46326 2.56081 -3.26648
H18 -3.84550 0.68238 -3.81896
H19 -2.16173 -3.24472 -3.73876
H20 -4.49780 0.04397 -5.89052
H21 -5.24200 -1.35848 -6.66307
H22 -3.48092 -1.18578 -6.65060
H23 -5.78382 -0.53627 -3.75130
H24 -5.57437 -2.11866 -2.99422
H25 -6.47869 -1.97217 -4.51032
H26 -3.33023 -3.50902 -5.70050
H27 -5.09139 -3.58859 -5.71414
H28 -4.21927 -3.94187 -4.22374
H29 -6.89381 0.97579 -0.32082
H30 -6.68082 1.86946 -1.83280
H31 -8.06646 2.21357 -0.79600
H32 -6.77140 2.23776 1.92469
H33 -7.85841 3.45859 1.26626
H34 -6.30328 3.95347 1.93267
H35 -5.97469 4.31939 -1.78399
H36 -5.77104 5.14194 -0.23416
H37 -7.38815 4.67027 -0.78364
H38 0.81329 0.61395 4.13686
H39 1.01403 1.94811 2.98118
H40 2.16981 0.59409 2.98010
H41 -3.33037 -3.52856 5.72538
H42 -4.21696 -3.97177 4.25029
H43 -5.09097 -3.61994 5.73996
H44 -3.49868 -1.20300 6.66985
H45 -5.25837 -1.38992 6.68211
H46 -4.52520 0.01637 5.90620
H47 -5.58071 -2.16073 3.01374
H48 -5.80164 -0.57759 3.76658
H49 -6.48898 -2.01616 4.52758
H50 3.78516 -5.25309 1.74436
H51 4.41794 -4.78498 0.15842
H52 4.68487 -6.42306 0.77069
H53 1.83977 -6.93025 1.87471
H54 2.73945 -8.06826 0.86823
H55 1.11800 -7.54352 0.38416
H56 3.50074 -5.79327 -1.94932
H57 2.13191 -6.92072 -1.88253
H58 3.71234 -7.40844 -1.27228
C47 6.46469 -0.87931 -0.34467
N1 5.01619 -1.00454 -0.22154
C48 4.06663 -0.09188 -0.05372
S1 2.48359 -0.77631 0.06171
N2 4.28136 1.21536 0.04013
C49 5.55297 1.92676 0.15537
H59 6.85940 -1.87435 -0.52722
H60 6.92274 -0.49864 0.56647
H61 6.74339 -0.24719 -1.18530
H62 4.64299 -1.94246 -0.24971
H63 3.45035 1.76143 0.17961
H64 6.15258 1.83328 -0.74702
H65 6.12706 1.57836 1.01224
H66 5.33076 2.97920 0.30304

Forces on atoms 1 to 2 (eV/Å):
0.374 -0.213 -0.025
0.278 0.125 0.082

Results
Orbital gap in Eh: 0.2847
Electronic energy in eV: -126264.0567
Largest force on an atom in eV/A: 0.59
Net charge: +1
LUMO energy in eV: -2.371
HOMO energy in eV: -10.1



(6)
Below is a structure of composition C56H62Cl3GeN6O2PS3SeTl at a distorted geometry, with properties calculated with the ωB97M-V functional and the def2-TZVPD basis.

Positions of all 136 atoms, in Å:
Tl1 -0.16141 0.48906 0.46127
C1 -4.67501 5.29706 2.38037
C2 -5.13161 4.00506 2.57197
C3 -4.23841 2.95846 2.71817
C4 -2.87061 3.20606 2.69617
C5 -2.41341 4.50636 2.48817
C6 -3.31321 5.54286 2.33327
P1 -1.61051 1.89046 2.82627
C7 -2.50971 0.58966 3.76957
C8 -2.38851 0.27906 5.11847
C9 -3.09071 -0.78564 5.65917
C10 -3.89561 -1.58044 4.86117
C11 -3.99501 -1.30064 3.50597
C12 -3.30461 -0.23124 2.96977
C13 -0.54331 2.60216 4.13087
C14 -1.17561 3.01966 5.28177
C15 -0.45921 3.22866 6.46467
C16 0.87819 2.94476 6.50117
C17 1.57869 2.58086 5.33077
C18 2.96729 2.32416 5.35717
C19 3.65839 2.08986 4.19957
C20 3.00069 2.17696 2.97087
C21 1.64599 2.39636 2.91107
C22 0.87269 2.50956 4.09427
H1 -5.37951 6.10796 2.27227
H2 -6.19241 3.81286 2.62167
H3 -4.61451 1.95486 2.86007
H4 -1.35111 4.70926 2.44397
H5 -2.95791 6.55106 2.18537
H6 -1.75251 0.86156 5.76667
H7 -3.00861 -0.98734 6.71717
H8 -4.44351 -2.40924 5.28797
H9 -4.60851 -1.92184 2.87047
H10 -3.36511 -0.03304 1.90237
H11 -2.24871 3.15376 5.27637
H12 -0.97911 3.55836 7.35287
H13 1.43129 3.02336 7.42507
H14 3.47539 2.32326 6.31017
H15 4.72309 1.90946 4.21807
H16 3.56019 2.09076 2.05137
C23 -1.69181 -4.70974 -0.54803
C24 -1.60211 -3.93034 0.70577
N1 -2.24781 -4.13834 1.81197
N2 -1.79761 -3.22424 2.69117
C25 -0.88161 -2.41094 2.13397
S1 0.00319 -1.16554 2.82167
N3 -0.75301 -2.86294 0.85717
N4 0.09329 -2.25694 -0.04663
H17 -2.40561 -5.51734 -0.42423
H18 -0.71771 -5.13864 -0.78363
H19 -2.00501 -4.07684 -1.37853
H20 -2.18721 -3.14884 3.61997
H21 -0.02721 -2.66784 -0.96653
H22 1.08809 -2.36324 0.28927
Cl1 1.06949 3.38246 -7.05423
C26 1.69999 1.96836 -6.29963
C27 0.90649 1.24096 -5.42383
C28 1.41939 0.09176 -4.85483
C29 2.70739 -0.35384 -5.12603
C30 3.19839 -1.63694 -4.48893
C31 4.20639 -1.31654 -3.34693
N5 3.53789 -0.45244 -2.41803
C32 3.34709 0.88976 -2.58043
C33 2.39379 1.25136 -1.67663
N6 1.99539 0.15316 -0.97123
C34 2.70019 -0.85094 -1.44363
O1 3.74439 -2.47974 -5.47303
C35 3.37269 -3.83824 -5.38873
C36 1.88699 -4.06854 -5.31183
C37 0.94709 -3.41854 -6.06313
Cl2 1.21159 -2.23704 -7.27123
S2 -0.66941 -3.90274 -5.66213
C38 -0.06871 -5.00804 -4.48413
C39 1.28489 -4.98354 -4.40733
C40 3.49819 0.41426 -5.97883
Cl3 5.12089 -0.04194 -6.32533
C41 2.99759 1.56496 -6.57373
H23 -0.09671 1.57096 -5.20383
H24 0.79919 -0.48644 -4.18713
H25 2.32769 -2.12414 -4.02223
H26 5.08619 -0.82234 -3.75783
H27 4.50849 -2.24074 -2.84923
H28 3.90049 1.45626 -3.29983
H29 1.98989 2.22466 -1.47943
H30 2.67589 -1.85504 -1.07493
H31 3.84899 -4.32514 -4.52473
H32 3.77569 -4.28634 -6.30063
H33 -0.75321 -5.62774 -3.93723
H34 1.85969 -5.60154 -3.73983
H35 3.61619 2.14516 -7.24103
C42 -0.77131 4.64056 -1.82613
C43 -1.60111 3.38226 -2.02873
C44 -2.56551 3.19336 -0.86353
C45 -3.48021 1.98366 -0.99543
Ge1 -2.47241 0.23186 -1.17713
C46 -1.88791 -0.30564 -3.03913
C47 -2.96671 -0.95334 -3.89763
C48 -4.10501 -0.01684 -4.29093
C49 -3.63321 1.16516 -5.12473
H36 -0.05981 4.77606 -2.63473
H37 -0.21991 4.57556 -0.88793
H38 -1.41601 5.51416 -1.78353
H39 -0.92801 2.51556 -2.08123
H40 -2.15401 3.44756 -2.96983
H41 -3.18021 4.09196 -0.76213
H42 -1.97471 3.10206 0.05467
H43 -4.14171 2.09496 -1.85603
H44 -4.10741 1.91136 -0.10443
H45 -3.40951 -0.92574 -0.71843
H46 -1.05301 -1.00324 -2.93643
H47 -1.49761 0.58216 -3.53063
H48 -3.38461 -1.81734 -3.37323
H49 -2.49101 -1.32284 -4.80963
H50 -4.60791 0.33926 -3.38793
H51 -4.83221 -0.58724 -4.87043
H52 -3.01291 1.83456 -4.53543
H53 -4.47951 1.73466 -5.49683
H54 -3.05931 0.81636 -5.97923
C50 4.70599 -1.37224 1.77207
S3 2.88139 -1.48394 1.96707
O2 2.50439 -2.60384 1.04757
C51 2.99619 -2.26564 3.58707
C52 2.77919 -3.62354 3.70977
C53 2.98709 -4.23144 4.93627
C54 3.39039 -3.47784 6.02577
C55 3.55089 -2.10604 5.90117
C56 3.34299 -1.49004 4.67877
H55 5.11249 -2.37404 1.84167
H56 5.10319 -0.74104 2.55787
H57 4.92439 -0.94074 0.80057
H58 2.47409 -4.19154 2.84347
H59 2.84639 -5.29604 5.03897
H60 3.58079 -3.96024 6.97407
H61 3.84819 -1.52354 6.75987
H62 3.46099 -0.42074 4.57357
Se1 0.97609 2.87386 1.18567

Forces on atoms 1 to 2 (eV/Å):
-0.847 0.654 -0.253
-0.091 -0.004 0.005

Results
Orbital gap in Eh: 0.2405
Electronic energy in eV: -278026.0022
Largest force on an atom in eV/A: 1.82
Net charge: +1
LUMO energy in eV: -2.990
HOMO energy in eV: -9.5
Relative energy (zero: lowest compared OMol25 entry of this formula, charge and spin) in kJ/mol: 123.3